# 1
Below is a cluster of 2 separate species, C4H14N3O2 in total in a non-equilibrium geometry, with properties calculated with ωB97M-V/def2-TZVPD.

Each line ends with the natural charge from an NBO analysis.
Geometry (Å):
N  -0.189  -2.597  -0.183  -0.675
C  0.008  -1.417  -1.106  -0.338
C  1.350  -0.691  -0.650  0.665
N  1.667  0.600  -0.648  -0.583
C  0.667  1.651  -0.802  -0.260
C  -0.301  1.906  0.351  -0.219
N  0.202  2.374  1.639  -0.843
O  2.057  -1.566  -0.159  -0.625
H  0.192  -3.320  -0.803  0.462
H  -1.201  -2.732  -0.080  0.460
H  0.122  -2.440  0.770  0.475
H  -0.915  -0.883  -1.351  0.245
H  0.023  -1.814  -2.133  0.251
H  2.570  0.884  -0.305  0.437
H  0.068  1.438  -1.690  0.206
H  1.027  2.688  -0.951  0.241
H  -1.088  2.576  -0.024  0.212
H  -0.926  1.070  0.688  0.146
H  0.573  1.623  2.209  0.363
H  0.853  3.147  1.689  0.376
H  -2.049  -0.191  0.783  0.484
H  -2.573  -1.175  1.808  0.502
O  -2.134  -1.131  0.950  -0.981

Properties
LUMO energy (eV): -3.210
HOMO-LUMO gap (eV): 9.450
Total charge: +1
Electronic energy (hartree): -475.2847
Strongest force on any atom (Eh/bohr): 0.055
Energy above the lowest of the compared OMol25 structures with the same formula, charge and spin (eV): 1.932
HOMO (eV): -12.7

---

# 2
Below is the molecule C4H14N3O2P in a non-equilibrium geometry, with properties calculated with ωB97M-V/def2-TZVPD.

Each line ends with the natural charge from an NBO analysis.
Geometry (Å):
N  2.898  -0.731  0.772  -0.849
C  1.890  -0.089  -0.131  0.420
N  2.469  0.720  -1.218  -0.878
N  1.097  -1.185  -0.731  -0.898
C  0.954  0.839  0.823  -0.769
P  -0.856  0.850  0.172  0.835
C  -2.650  0.686  -0.535  -0.850
C  -3.301  -0.563  0.192  0.782
O  -3.903  -0.396  1.259  -0.594
O  -3.211  -1.893  -0.300  -0.721
H  3.061  -0.070  1.546  0.359
H  2.375  -1.501  1.228  0.351
H  2.768  1.648  -0.911  0.369
H  3.189  0.222  -1.745  0.378
H  0.769  -0.948  -1.668  0.384
H  1.594  -2.078  -0.706  0.379
H  1.389  1.889  0.945  0.212
H  0.905  0.276  1.820  0.208
H  -0.400  1.228  -1.135  -0.041
H  -1.235  1.911  1.074  -0.009
H  -0.982  -0.485  0.677  -0.046
H  -3.272  1.596  -0.258  0.249
H  -2.660  0.468  -1.653  0.234
H  -2.885  -2.393  0.483  0.494

Properties
LUMO energy (eV): 0.771
HOMO-LUMO gap (eV): 9.148
Electronic energy (hartree): -816.8049
Strongest force on any atom (Eh/bohr): 0.052
Energy above the lowest of the compared OMol25 structures with the same formula, charge and spin (eV): 2.844
HOMO (eV): -8.4

---

# 3
Below is a cluster of 2 separate species, C4H14N3S in total in a non-equilibrium geometry, with properties calculated with ωB97M-V/def2-TZVPD.

Each line ends with the natural charge from an NBO analysis.
Geometry (Å):
C  2.417  2.504  -1.802  -0.730
C  -0.657  2.521  -2.214  -0.727
S  0.982  3.267  -2.566  0.166
H  2.684  2.926  -0.761  0.208
H  2.386  1.447  -1.703  0.206
H  3.203  2.633  -2.399  0.227
H  -1.081  3.065  -1.429  0.209
H  -0.606  1.407  -1.798  0.198
H  -1.272  2.565  -3.146  0.242
C  -0.966  -2.281  3.785  -0.415
C  -0.729  -2.527  1.358  0.675
N  -0.081  -2.248  2.597  -0.541
N  -2.022  -2.062  1.205  -0.804
N  0.023  -2.665  0.223  -0.777
H  0.826  -2.430  2.720  0.409
H  -2.544  -1.557  1.992  0.449
H  -2.694  -2.571  0.365  0.459
H  1.073  -2.598  0.329  0.439
H  -0.394  -3.141  -0.608  0.441
H  -0.363  -1.347  4.393  0.227
H  -0.853  -3.145  4.470  0.240
H  -1.914  -2.012  3.686  0.198

Properties
LUMO energy (eV): -4.008
HOMO-LUMO gap (eV): 6.366
Total charge: +1
Electronic energy (hartree): -722.9128
Strongest force on any atom (Eh/bohr): 0.174
Energy above the lowest of the compared OMol25 structures with the same formula, charge and spin (eV): 4.184
HOMO (eV): -10.4

---

# 4
Below is a structure of composition C4H14N3Sn in a non-equilibrium geometry, with properties calculated with ωB97M-V/def2-TZVPD.

Each line ends with the natural charge from an NBO analysis.
Geometry (Å):
C  -2.174  3.018  -1.041  -1.051
Sn  -1.567  0.966  -0.544  1.356
N  -3.146  1.307  1.302  -1.036
H  -0.066  1.502  -1.208  -0.207
H  -2.582  -0.140  -1.392  -0.147
H  -1.788  3.279  -2.021  0.245
H  -1.721  3.653  -0.278  0.228
H  -3.259  3.070  -1.031  0.208
H  -2.769  1.442  2.244  0.415
H  -3.786  0.501  1.329  0.412
H  -3.714  2.124  1.076  0.418
C  2.348  -2.659  -0.962  -0.395
N  2.144  -1.702  0.136  -0.453
C  3.190  -1.627  1.165  -0.391
C  1.103  -0.938  0.211  0.636
N  0.179  -0.236  0.468  -0.575
H  3.280  -3.184  -0.731  0.227
H  2.434  -2.146  -1.927  0.221
H  1.521  -3.373  -1.029  0.220
H  3.665  -0.642  1.173  0.221
H  2.783  -1.823  2.159  0.221
H  3.925  -2.392  0.899  0.226

Properties
LUMO energy (eV): -3.681
HOMO-LUMO gap (eV): 8.391
Total charge: +1
Electronic energy (hartree): -539.0215
Strongest force on any atom (Eh/bohr): 0.064
HOMO (eV): -12.1

---

# 5
Below is a cluster of 2 separate species, C4H14N4 in total in a non-equilibrium geometry, with properties calculated with ωB97M-V/def2-TZVPD.

Each line ends with the natural charge from an NBO analysis.
Geometry (Å):
C  2.046  -0.261  -0.385  -0.052
N  1.097  0.590  0.408  -0.650
N  1.654  -1.629  -0.518  -0.824
H  1.597  -2.091  0.383  0.363
H  0.747  -1.717  -0.959  0.376
H  1.556  1.437  0.736  0.414
H  0.576  -0.016  1.347  0.477
H  2.159  0.187  -1.372  0.203
H  3.014  -0.203  0.118  0.194
C  -1.614  -1.393  0.620  -0.427
N  -0.992  -0.265  1.289  -0.947
C  -0.217  1.014  -0.220  0.403
N  -0.603  2.261  0.350  -0.872
C  -0.472  0.735  -1.532  -0.677
H  -1.718  0.265  1.763  0.335
H  -1.195  2.175  1.164  0.373
H  -1.050  2.851  -0.339  0.381
H  -2.582  -1.678  1.045  0.186
H  -0.972  -2.281  0.663  0.163
H  -1.756  -1.153  -0.452  0.169
H  0.077  0.019  -2.120  0.197
H  -1.353  1.155  -1.991  0.214

Properties
LUMO energy (eV): 0.925
HOMO-LUMO gap (eV): 7.838
Electronic energy (hartree): -379.6920
Strongest force on any atom (Eh/bohr): 0.039
Energy above the lowest of the compared OMol25 structures with the same formula, charge and spin (eV): 3.859
HOMO (eV): -6.9

---

# 6
Below is a cluster of 2 separate species, C4H14N4 in total in a non-equilibrium geometry, with properties calculated with ωB97M-V/def2-TZVPD.

Each line ends with the natural charge from an NBO analysis.
Geometry (Å):
C  -2.532  0.025  -0.079  0.423
C  1.543  -0.019  0.799  -0.053
C  1.602  1.445  0.369  -0.619
C  2.454  -0.893  -0.076  -0.634
N  0.140  -0.479  0.856  -0.508
N  -0.524  -0.592  -0.416  -0.781
N  -2.030  1.270  -0.300  -0.903
N  -3.306  -0.519  -1.049  -0.783
H  0.123  -1.378  1.332  0.327
H  -0.144  -1.395  -0.932  0.310
H  -2.690  -0.355  0.927  0.190
H  1.897  -0.085  1.835  0.183
H  -3.166  -0.152  -1.980  0.394
H  -1.724  1.678  0.577  0.376
H  -1.066  0.860  -0.754  0.446
H  -3.484  -1.510  -1.001  0.390
H  0.992  2.061  1.030  0.209
H  1.227  1.558  -0.649  0.211
H  2.629  1.815  0.399  0.206
H  2.409  -1.939  0.236  0.201
H  2.158  -0.830  -1.125  0.208
H  3.493  -0.567  0.000  0.210

Properties
LUMO energy (eV): 1.037
HOMO-LUMO gap (eV): 8.772
Electronic energy (hartree): -379.7100
Strongest force on any atom (Eh/bohr): 0.022
Energy above the lowest of the compared OMol25 structures with the same formula, charge and spin (eV): 3.370
HOMO (eV): -7.7

---

# 7
Below is the ion C4H14N4S with charge +2 in a non-equilibrium geometry, with properties calculated with ωB97M-V/def2-TZVPD.

Each line ends with the natural charge from an NBO analysis.
Geometry (Å):
C  -0.978  0.204  0.293  -0.034
C  3.042  1.173  -0.430  -0.632
C  -3.323  0.187  0.714  -0.438
C  1.600  1.239  0.080  -0.554
N  1.019  -1.464  0.499  -0.390
N  -2.197  0.094  -0.179  -0.001
N  1.262  -2.550  -0.146  -0.508
N  -2.465  -0.497  -1.336  -0.568
S  0.501  0.102  -0.695  0.701
H  -0.919  0.597  1.209  0.234
H  2.786  1.095  -1.473  0.230
H  3.660  2.071  -0.276  0.291
H  3.640  0.410  0.061  0.239
H  -3.748  -0.790  0.932  0.267
H  -2.979  0.553  1.677  0.256
H  -4.010  0.881  0.098  0.275
H  1.192  2.286  -0.064  0.293
H  1.463  0.915  1.124  0.217
H  1.756  -0.944  1.086  0.416
H  2.291  -2.825  -0.400  0.413
H  0.535  -3.318  -0.236  0.428
H  -3.339  -0.912  -1.575  0.446
H  -1.704  -0.650  -2.018  0.420

Properties
LUMO energy (eV): -9.222
HOMO-LUMO gap (eV): 8.190
Total charge: +2
Electronic energy (hartree): -777.2005
Strongest force on any atom (Eh/bohr): 0.082
Energy above the lowest of the compared OMol25 structures with the same formula, charge and spin (eV): 0.000
HOMO (eV): -17.4

---

# 8
Below is a cluster of 3 separate species, C4H14NO in total in a non-equilibrium geometry, with properties calculated with ωB97M-V/def2-TZVPD.

Each line ends with the natural charge from an NBO analysis.
Geometry (Å):
C  -2.227  -1.205  0.976  -0.604
C  -1.707  -0.750  2.350  -0.596
N  2.131  1.051  -0.264  -0.819
C  2.258  0.630  -1.653  -0.216
C  1.106  -0.323  -2.002  -0.624
H  -1.414  -1.435  0.261  0.212
H  -2.780  -0.307  0.702  0.198
H  -2.910  -2.078  1.042  0.198
H  -1.209  0.204  2.101  0.202
H  -2.522  -0.383  3.009  0.197
H  -1.111  -1.526  2.846  0.208
H  2.790  1.777  0.024  0.357
H  3.234  0.108  -1.747  0.188
H  2.217  1.487  -2.348  0.161
H  0.099  0.191  -1.812  0.215
H  1.212  -0.564  -3.062  0.210
H  1.096  -1.187  -1.300  0.213
H  1.153  1.297  -0.017  0.370
H  -0.918  1.912  0.613  0.430
O  -0.498  1.098  0.281  -0.498

Properties
LUMO energy (alpha / beta) (eV): 0.669 / -2.536
HOMO-LUMO gap (alpha / beta) (eV): 9.697 / 6.225
Electronic energy (hartree): -290.6600
Strongest force on any atom (Eh/bohr): 0.031
Spin multiplicity: 2
Energy above the lowest of the compared OMol25 structures with the same formula, charge and spin (eV): 1.718
HOMO (alpha / beta) (eV): -9.0 / -8.8

---

# 9
Below is a cluster of 2 separate species, C4H14NO in total in a non-equilibrium geometry, with properties calculated with ωB97M-V/def2-TZVPD.

Each line ends with the natural charge from an NBO analysis.
Geometry (Å):
C  -0.263  0.968  -0.588  -0.256
C  -0.631  -0.379  0.200  -0.235
C  -1.376  -1.147  -0.844  -0.606
C  -1.284  -0.020  1.528  -0.650
N  1.115  1.565  -0.424  -0.678
H  -1.060  1.696  -0.311  0.253
H  -0.022  0.453  -1.584  0.236
H  0.247  -1.085  0.514  0.234
H  -2.221  -0.480  -1.166  0.218
H  -1.694  -2.163  -0.493  0.243
H  -0.643  -1.350  -1.569  0.208
H  -1.040  0.953  1.965  0.208
H  -2.415  -0.147  1.513  0.236
H  -1.010  -0.799  2.291  0.235
H  1.075  2.131  0.457  0.430
H  1.347  2.161  -1.162  0.430
H  1.742  0.793  -0.373  0.464
H  2.615  -0.755  0.810  0.503
H  3.072  -1.524  -0.584  0.525
O  2.448  -0.871  -0.180  -0.995

Properties
LUMO energy (eV): -3.435
HOMO-LUMO gap (eV): 11.364
Total charge: +1
Electronic energy (hartree): -290.5042
Strongest force on any atom (Eh/bohr): 0.088
Energy above the lowest of the compared OMol25 structures with the same formula, charge and spin (eV): 1.933
HOMO (eV): -14.8

---

# 10
Below is a cluster of 2 separate species, C4H14NO in total in a non-equilibrium geometry, with properties calculated with ωB97M-V/def2-TZVPD.

Each line ends with the natural charge from an NBO analysis.
Geometry (Å):
C  -0.098  -1.668  0.544  -0.226
C  -0.853  -0.694  -0.412  -0.423
C  -0.989  0.769  -0.100  -0.425
C  -1.551  1.376  -1.376  -0.587
N  0.773  -0.962  1.485  -0.702
H  -0.762  -2.335  1.048  0.236
H  0.628  -2.343  -0.029  0.221
H  -0.419  -0.831  -1.444  0.230
H  -1.852  -1.007  -0.523  0.236
H  -1.409  1.267  0.694  0.226
H  0.074  1.123  0.077  0.179
H  -2.354  0.977  -1.779  0.212
H  -0.754  1.306  -2.109  0.204
H  -1.886  2.367  -1.204  0.221
H  0.495  -0.684  2.449  0.442
H  1.158  -0.055  1.058  0.477
H  1.533  -1.588  1.577  0.434
H  2.749  0.852  -0.824  0.515
H  2.018  1.766  0.189  0.497
O  2.039  0.903  -0.188  -0.968

Properties
LUMO energy (eV): -3.391
HOMO-LUMO gap (eV): 11.059
Total charge: +1
Electronic energy (hartree): -290.5032
Strongest force on any atom (Eh/bohr): 0.099
Energy above the lowest of the compared OMol25 structures with the same formula, charge and spin (eV): 1.960
HOMO (eV): -14.4

---

strongest force on any atom of number 7 (C4H14N4S)?
0.082 Eh/bohr